Record 1
A cluster of 18 separate species, C24H42Cl24N6 in total in a non-equilibrium geometry. Source: the Open Molecules 2025 dataset; level of theory: ωB97M-V/def2-TZVPD.

Values from the calculation:
HOMO-LUMO gap: 10.926 eV
max |F|: 3.942 eV/A

Each line ends with the Löwdin charge.
Positions of all 96 atoms, in Å:
C 15.589 7.354 13.577  -0.04
C 14.997 8.738 13.831  -0.25
N 14.409 9.702 13.964  0.19
H 15.303 6.658 14.304  0.03
H 16.682 7.462 13.642  0.08
H 15.393 7.062 12.519  0.09
C 15.769 10.697 11.463  -0.12
C 15.594 9.576 10.563  -0.30
N 15.548 8.563 10.025  0.14
H 14.871 11.302 11.584  0.06
H 16.484 11.293 10.970  0.01
H 16.293 10.383 12.394  0.07
C 21.959 18.106 12.600  -0.07
C 22.011 16.706 12.395  -0.30
N 22.177 15.609 12.166  0.16
H 21.216 18.378 13.351  0.09
H 21.695 18.636 11.708  0.08
H 22.987 18.421 12.872  0.11
C 16.572 15.843 17.226  -0.09
C 15.629 14.819 17.547  -0.24
N 14.954 13.923 17.752  0.17
H 16.377 16.328 16.192  0.11
H 17.608 15.462 17.115  0.00
H 16.742 16.681 17.859  0.07
C 11.087 9.027 12.118  -0.10
C 10.805 10.110 13.055  -0.26
N 10.570 11.042 13.745  0.16
H 12.170 8.789 12.180  0.06
H 10.892 9.269 10.989  0.12
H 10.628 8.020 12.296  0.07
C 13.056 12.406 15.230  -0.11
C 13.509 12.886 13.932  -0.29
N 13.903 13.289 12.930  0.16
H 12.072 12.843 15.521  0.06
H 13.811 12.584 15.985  0.03
H 12.826 11.364 15.181  0.01
C 16.351 11.509 8.159  -0.96
Cl 15.098 12.715 8.663  0.48
Cl 17.424 12.331 6.982  0.49
H 16.950 11.204 9.009  0.00
H 15.912 10.681 7.654  0.02
C 11.952 7.683 15.485  -1.02
Cl 13.162 7.678 16.766  0.51
Cl 12.218 6.439 14.250  0.55
H 11.020 7.440 16.080  0.03
H 12.085 8.666 15.070  -0.03
C 12.645 12.542 19.837  -1.13
Cl 13.644 11.056 19.824  0.52
Cl 11.388 12.742 20.920  0.64
H 13.355 13.299 19.961  -0.02
H 12.313 12.729 18.811  0.02
C 7.076 11.228 14.500  -0.98
Cl 5.847 12.526 14.527  0.51
Cl 6.311 9.596 14.603  0.48
H 7.652 11.366 13.598  0.01
H 7.640 11.311 15.491  0.01
C 7.659 15.784 15.027  -0.96
Cl 8.246 17.500 14.921  0.47
Cl 9.095 14.752 15.299  0.48
H 7.004 15.687 15.876  -0.03
H 7.143 15.542 14.093  0.02
C 13.564 16.213 11.939  -1.01
Cl 14.267 17.812 11.506  0.47
Cl 12.185 16.465 13.024  0.51
H 13.137 15.718 11.016  0.04
H 14.339 15.583 12.337  -0.03
C 6.970 13.351 17.834  -1.00
Cl 6.482 14.956 18.550  0.49
Cl 5.869 12.052 18.384  0.50
H 6.941 13.374 16.725  -0.06
H 7.984 13.181 18.171  0.00
C 19.733 14.399 15.360  -1.04
Cl 20.071 14.744 17.049  0.56
Cl 18.755 15.636 14.598  0.55
H 20.671 14.370 14.776  0.03
H 19.212 13.475 15.245  -0.05
C 10.169 10.302 18.629  -1.00
Cl 9.793 8.555 18.626  0.52
Cl 10.278 10.914 16.997  0.57
H 9.397 10.826 19.092  -0.01
H 11.050 10.352 19.209  -0.05
C 19.118 13.962 11.557  -1.02
Cl 17.552 14.715 11.377  0.51
Cl 18.885 12.475 12.465  0.52
H 19.472 13.680 10.589  0.02
H 19.810 14.589 12.079  -0.04
C 16.546 11.606 16.271  -0.98
Cl 18.026 10.587 16.554  0.47
Cl 16.652 12.582 14.839  0.57
H 15.849 10.855 16.049  -0.04
H 16.435 12.248 17.205  0.03
C 10.426 14.163 11.265  -1.09
Cl 8.714 14.259 10.944  0.52
Cl 11.098 12.697 10.549  0.50
H 10.829 15.056 10.778  0.00
H 10.607 14.181 12.346  -0.01

---

Record 2
A structure of composition C24H42Cl3N4O3PbSi in a non-equilibrium geometry. Source: the Open Molecules 2025 dataset; level of theory: ωB97M-V/def2-TZVPD.

Values from the calculation:
net charge: -1
HOMO-LUMO gap: 6.000 eV
max |F|: 2.493 eV/A
energy relative to the best compared isomer or geometry (same formula, charge and spin): 1.257 eV

Each line ends with the Löwdin charge.
Positions of all 78 atoms, in Å:
C -1.589 -2.201 -4.243  -0.06
C -1.147 -3.007 -3.070  -0.23
H -2.022 -2.830 -5.027  0.07
H -0.736 -1.638 -4.650  0.07
H -2.340 -1.467 -3.931  0.08
C -0.794 -4.299 -3.134  -0.15
C -0.683 -5.055 -4.414  -0.14
H -0.579 -4.876 -2.230  0.09
H -0.260 -4.438 -5.224  0.07
H -1.644 -5.456 -4.775  0.07
H -0.031 -5.922 -4.250  0.06
Pb 0.803 1.116 -0.457  0.97
Cl -2.018 0.812 -0.475  -0.12
Cl 2.945 2.648 -1.234  -0.34
H 0.598 5.826 3.391  0.09
H -1.678 6.594 2.551  0.09
C 0.845 5.421 2.402  -0.03
C -1.359 6.253 1.558  -0.05
N -0.394 5.171 1.674  -0.19
H 1.395 4.480 2.497  0.09
C -0.571 4.012 1.031  -0.30
O 0.313 3.124 1.020  -0.21
H -2.225 5.867 1.012  0.09
H -1.546 3.883 0.518  0.13
H 1.459 6.154 1.857  0.10
H -0.938 7.106 1.006  0.09
H 2.015 -1.282 -3.561  0.07
H 2.118 -4.148 -2.997  0.08
C 3.005 -1.340 -3.090  -0.04
C 3.103 -3.789 -2.655  -0.05
N 3.039 -2.431 -2.125  -0.18
H 3.222 -0.395 -2.575  0.07
C 2.983 -2.163 -0.802  -0.34
O 2.919 -1.017 -0.329  -0.11
H 3.475 -4.477 -1.880  0.09
H 3.015 -3.072 -0.160  0.13
H 3.750 -1.541 -3.868  0.08
H 3.786 -3.800 -3.515  0.08
O 0.174 -1.417 -2.053  -0.34
C -0.881 -2.179 -1.811  -0.54
C 0.359 -3.763 -0.261  -0.07
C -0.785 -3.023 -0.530  -0.16
H 1.208 -3.687 -0.949  0.08
C 0.391 -4.625 0.838  -0.10
H -1.741 -1.503 -1.651  0.05
C -1.875 -3.074 0.328  -0.03
H 1.290 -5.206 1.042  0.09
C -0.733 -4.736 1.665  -0.13
C -1.865 -3.961 1.404  -0.11
H -2.720 -2.424 0.088  0.11
H -0.726 -5.416 2.520  0.09
H -2.757 -4.040 2.023  0.09
Si -0.369 3.164 -3.738  0.18
Cl 0.060 1.113 -3.314  0.32
C 1.244 4.082 -3.862  -0.25
C -1.407 3.922 -2.371  -0.22
C -1.390 3.153 -5.322  -0.23
H 1.700 4.202 -2.866  -0.05
H 1.074 5.084 -4.290  0.03
H 1.983 3.540 -4.474  0.03
H -0.851 2.721 -6.177  0.02
H -1.683 4.174 -5.607  0.02
H -2.311 2.563 -5.157  0.03
H -1.693 3.170 -1.625  -0.06
H -2.332 4.346 -2.794  0.03
H -0.866 4.741 -1.866  0.03
C -1.755 0.662 2.790  -0.06
C -0.607 -0.247 2.743  -0.40
N 0.408 -0.267 1.882  0.02
C 1.184 -1.364 2.209  -0.13
C 0.658 -1.988 3.319  -0.11
N -0.466 -1.260 3.648  0.08
H -2.437 0.359 3.593  0.07
H -1.404 1.689 2.949  0.07
H -2.276 0.625 1.817  -0.03
H 2.067 -1.625 1.647  0.08
H 0.997 -2.864 3.857  0.10
H -1.108 -1.439 4.416  0.15